Entry 1:
# C25H28N2O4S

C25H28N2O4S in the gas phase in a non-equilibrium geometry (wB97M-V/def2-TZVPD, OMol25).

The calculation puts the total energy at -48383.7551 eV. Its net charge is 0. As for the HOMO-LUMO gap: 7.789 eV. The multiplicity is 1. The calculation puts the energy above the lowest of the compared OMol25 structures with the same formula, charge and spin at 51.92 kcal/mol. The HOMO energy comes out at -0.2753 Ha.

Geometry as XYZ:
```
60
Properties=species:S:1:pos:R:3:forces:R:3
C 1.95234 3.24194 1.19230 -0.29 0.05 -0.02
H 1.25177 2.46980 1.52630 -0.01 0.01 -0.05
O 3.28378 2.81817 1.32388 0.38 -0.26 -0.08
C 3.69720 1.72001 0.62307 0.28 0.03 0.10
C 5.00811 1.31345 0.86202 -0.12 0.18 0.10
C 5.50699 0.21363 0.19532 -0.10 0.06 0.09
C 4.72766 -0.47985 -0.70973 -0.08 -0.15 -0.03
C 3.41227 -0.08637 -0.95930 0.43 0.14 0.09
C 2.90569 1.02113 -0.27697 -0.27 0.14 0.02
H 1.88481 1.32601 -0.43463 -0.12 0.04 -0.01
N 2.68283 -0.78373 -1.92994 -0.03 0.01 -0.24
C 1.44725 -0.24167 -2.45503 -0.11 -0.01 -0.12
H 1.40846 -0.48155 -3.52455 -0.07 0.09 0.06
C 0.21567 -0.86417 -1.75188 -0.14 0.31 -0.27
N 0.62354 -1.41316 -0.48139 0.11 -0.15 -0.08
C 0.38414 -0.95212 0.76551 0.11 -0.35 -0.15
O 0.79702 -1.54863 1.75449 -0.15 0.24 0.18
C -0.42302 0.25978 0.97622 -0.26 0.33 1.39
C -0.88418 0.70622 2.19094 0.45 -0.33 -0.66
C -1.64517 1.86209 1.93132 0.16 0.27 -0.66
C -1.59048 2.05578 0.57710 -0.15 0.23 0.84
O -0.83814 1.10023 0.00298 0.12 0.09 -0.30
C -2.20408 3.06756 -0.29907 -0.24 -0.49 -0.78
H -1.44876 3.68341 -0.79091 -0.07 0.06 -0.06
H -2.89894 3.69983 0.24616 -0.01 0.07 0.07
S -3.13814 2.31675 -1.75829 -0.83 0.82 1.39
O -2.21199 1.38308 -2.39109 0.77 -0.71 -0.81
C -4.40229 1.29118 -0.82246 0.39 0.36 -0.39
C -3.85088 0.06433 -0.18774 0.04 -0.12 0.07
C -3.88959 -0.10846 1.19126 -0.12 -0.09 -0.12
C -3.35487 -1.24055 1.77383 -0.08 -0.08 -0.08
C -2.75111 -2.22569 1.00105 -0.14 -0.01 -0.02
C -2.73428 -2.05871 -0.37732 -0.05 -0.05 0.06
C -3.28422 -0.93646 -0.96931 -0.05 0.01 0.00
H -3.26227 -0.82789 -2.04267 0.00 0.00 -0.09
H -2.28796 -2.82176 -0.99878 0.06 -0.10 -0.07
C -2.10736 -3.41148 1.64609 0.11 0.02 0.04
H -2.66121 -3.72397 2.52847 -0.03 -0.08 0.06
H -2.04032 -4.24707 0.95331 0.01 -0.09 -0.01
H -1.09706 -3.14478 1.96012 0.08 -0.07 0.04
H -3.39412 -1.35689 2.84693 0.01 -0.02 0.14
H -4.34710 0.64914 1.81238 -0.02 0.08 0.05
H -4.86317 1.96555 -0.10393 -0.12 0.07 0.03
H -5.12595 1.04074 -1.60011 -0.01 0.12 -0.01
H -2.16059 2.47236 2.64408 -0.17 0.17 0.11
H -0.69531 0.24192 3.13585 0.07 -0.18 0.17
C 1.54192 -2.52681 -0.62808 0.24 -0.18 0.24
C 2.55239 -2.21434 -1.75643 -0.08 -0.12 0.05
H 3.51584 -2.66034 -1.51706 -0.08 -0.05 -0.08
H 2.20952 -2.63129 -2.70818 0.07 -0.02 0.03
H 0.98470 -3.44489 -0.84997 0.04 -0.02 0.04
H 2.05057 -2.64985 0.33037 -0.07 -0.05 -0.18
H -0.58273 -0.13668 -1.64848 0.02 -0.16 -0.09
H -0.16781 -1.69711 -2.35195 -0.03 0.04 0.02
H 1.45168 0.84236 -2.36610 -0.02 -0.02 -0.01
H 5.14802 -1.31908 -1.24131 0.03 -0.06 -0.10
H 6.52323 -0.10409 0.37591 0.09 -0.02 0.01
H 5.60397 1.86830 1.56781 0.08 0.08 0.09
H 1.85450 4.11500 1.83645 -0.04 -0.05 -0.06
H 1.71721 3.52967 0.16114 0.00 -0.02 0.02
```
Positions in Å, forces in eV/Å.

Entry 2:
# C49H60F6P

7 unconnected molecules or ions with the total composition C49H60F6P (wB97M-V/def2-TZVPD, OMol25).

The calculation puts the total energy at -77372.3442 eV. Its net charge is +1. As for the HOMO-LUMO gap: 7.328 eV. The multiplicity is 1. The calculation puts the energy above the lowest of the compared OMol25 structures with the same formula, charge and spin at 0.00 kcal/mol. The HOMO energy comes out at -0.3817 Ha.

Geometry as XYZ:
```
116
Properties=species:S:1:pos:R:3:forces:R:3
C 1.91769 -3.21084 0.92544 -0.08 -0.07 -0.87
C 1.64636 -3.37009 -0.58223 0.17 0.12 0.62
C 2.16707 -2.19009 -1.41512 -0.10 -0.28 -0.52
C 1.16478 -1.64022 -2.45429 0.12 0.29 0.73
C 0.89491 -0.11909 -2.37600 -0.11 -0.47 -0.73
C -0.56847 0.24617 -2.68949 0.12 0.66 0.27
C -1.31595 1.10642 -1.64208 0.02 -0.45 -0.28
C -1.00618 0.84171 -0.17594 -0.23 0.10 -0.22
C -1.09526 -0.60487 0.27237 -0.20 0.02 0.70
C -2.52186 -1.12658 0.51526 0.55 -0.46 -0.58
C -3.03208 -1.93737 -0.69466 -0.42 0.25 0.37
C -3.06807 -3.43679 -0.40603 -0.30 0.20 -0.65
C -2.98407 -4.27206 -1.69961 -0.52 0.45 0.53
P -4.44057 -4.01215 -2.75526 0.52 -0.20 -0.02
H 1.18482 -2.53036 1.33923 -0.08 0.19 0.32
H 2.90507 -2.78555 1.06010 0.21 -0.02 0.25
H 1.85923 -4.17157 1.42353 -0.02 -0.06 0.26
H 0.57083 -3.48596 -0.71309 -0.20 -0.08 -0.16
H 2.11610 -4.29046 -0.91618 -0.03 -0.19 -0.16
H 3.03579 -2.55164 -1.95611 0.32 0.10 0.00
H 2.53066 -1.40185 -0.76213 -0.11 0.21 0.13
H 1.50673 -1.88708 -3.45228 -0.04 -0.09 -0.26
H 0.22328 -2.16662 -2.30725 -0.24 -0.10 -0.05
H 1.23880 0.30222 -1.43926 -0.09 -0.04 0.31
H 1.50826 0.33208 -3.14918 0.25 0.28 0.04
H -1.14851 -0.64304 -2.91697 -0.02 -0.35 0.07
H -0.58217 0.82606 -3.60767 -0.10 0.01 -0.24
H -2.38323 0.94308 -1.80179 -0.19 0.07 -0.05
H -1.14596 2.15306 -1.86862 0.06 0.26 0.11
H -0.04390 1.25865 0.10372 0.25 0.01 -0.07
H -1.74016 1.39478 0.40814 -0.02 0.23 0.17
H -0.55672 -0.67147 1.21417 0.14 -0.06 0.18
H -0.59655 -1.28989 -0.40511 0.27 -0.07 -0.22
H -2.47640 -1.81236 1.35560 -0.18 -0.02 0.31
H -3.20105 -0.32712 0.78715 -0.10 0.18 -0.01
H -4.02703 -1.57489 -0.95618 -0.17 -0.07 -0.12
H -2.40703 -1.76028 -1.56475 0.25 0.16 -0.15
H -3.98492 -3.67770 0.12518 -0.01 -0.17 0.34
H -2.22106 -3.70982 0.21018 0.18 -0.18 0.16
H -2.96200 -5.33535 -1.49572 0.21 -0.23 -0.12
H -2.11294 -3.94796 -2.25914 0.15 -0.21 -0.27
H -5.23089 -2.93864 -2.35342 0.00 0.02 0.01
H -4.04987 -3.75148 -4.06849 -0.19 -0.04 -0.05
H -5.27487 -5.12981 -2.77631 0.01 0.03 -0.06
F -2.84601 -6.89610 -3.35750 -0.16 0.19 -0.02
C -1.85224 -7.81724 -3.18232 0.31 -0.28 0.05
C -0.63697 -7.39542 -2.68719 -0.06 0.25 0.04
C 0.36776 -8.33456 -2.50600 -0.03 -0.10 -0.02
C 0.14257 -9.66565 -2.82639 0.02 -0.02 0.00
C -1.09018 -10.06193 -3.32665 0.09 0.06 0.04
C -2.10340 -9.13199 -3.50587 -0.24 -0.01 -0.08
H -0.47815 -6.35020 -2.45178 0.02 -0.01 -0.01
H 1.32718 -8.02490 -2.11535 0.00 0.02 0.00
H 0.92900 -10.39428 -2.68685 0.00 0.00 0.00
H -1.26514 -11.09816 -3.58002 -0.02 -0.01 0.00
H -3.07307 -9.42029 -3.88960 0.01 0.01 -0.01
F 1.81243 2.80762 4.45445 -0.04 0.01 0.05
C 1.48452 3.56979 3.38903 -0.03 0.11 -0.18
C 2.30310 4.62496 3.04110 0.15 0.03 0.09
C 1.96383 5.39578 1.93825 -0.09 -0.06 -0.03
C 0.81856 5.10669 1.20816 0.01 0.02 -0.03
C 0.00974 4.04181 1.58016 0.05 0.04 -0.03
C 0.34372 3.26186 2.67753 -0.11 -0.17 0.02
H 3.18860 4.83517 3.62639 -0.01 -0.02 0.01
H 2.59688 6.22325 1.64791 0.01 0.01 0.01
H 0.55855 5.71066 0.34882 0.00 0.00 0.00
H -0.88338 3.81650 1.01322 -0.01 0.02 0.00
H -0.26808 2.42138 2.98001 0.01 0.02 0.04
F -2.36834 4.41607 -0.87515 -0.06 -0.11 0.07
C -2.65032 5.19312 -1.94507 0.01 0.15 -0.18
C -1.80967 6.24730 -2.23072 0.18 0.07 0.10
C -2.08260 7.04046 -3.33486 -0.12 -0.01 -0.07
C -3.19120 6.77416 -4.12758 -0.02 -0.01 -0.02
C -4.02788 5.71074 -3.81552 0.10 0.06 0.01
C -3.75760 4.90687 -2.71669 -0.09 -0.16 0.04
H -0.95458 6.44154 -1.59611 -0.01 -0.01 -0.01
H -1.42794 7.86704 -3.57445 0.01 0.01 0.03
H -3.40312 7.39627 -4.98648 -0.01 0.00 0.00
H -4.89508 5.50557 -4.42850 -0.01 -0.01 0.00
H -4.39285 4.06965 -2.45883 0.00 0.02 0.03
F -4.75568 -2.57970 7.40338 -0.02 0.00 0.01
C -3.77572 -2.40283 6.50158 0.13 0.03 -0.10
C -2.74182 -1.53516 6.79454 0.01 0.08 0.13
C -1.73150 -1.35845 5.86129 -0.04 -0.05 -0.06
C -1.76986 -2.04109 4.65297 0.03 0.01 -0.08
C -2.82080 -2.90589 4.37963 0.06 0.09 0.04
C -3.83320 -3.09520 5.30841 -0.13 -0.10 -0.07
H -2.73390 -1.01017 7.74012 -0.02 -0.02 0.01
H -0.91156 -0.68770 6.07928 0.00 0.01 0.02
H -0.97847 -1.89979 3.92741 0.01 -0.01 0.01
H -2.85256 -3.43832 3.43711 -0.01 -0.04 0.01
H -4.65754 -3.76951 5.11843 -0.01 0.01 0.04
F 6.77237 0.58643 7.52512 0.01 0.00 0.02
C 6.36314 0.59930 6.24314 -0.06 0.00 -0.17
C 5.20280 1.27310 5.91746 -0.09 0.08 0.12
C 4.78553 1.28605 4.59479 0.11 -0.07 -0.08
C 5.52604 0.62479 3.62344 -0.02 0.00 -0.03
C 6.68827 -0.04843 3.97439 -0.09 0.05 0.01
C 7.11638 -0.06188 5.29364 0.14 -0.08 0.03
H 4.63894 1.77695 6.69126 0.03 0.00 0.01
H 3.88198 1.81311 4.32410 0.00 -0.01 0.03
H 5.19706 0.63647 2.59242 0.01 0.01 0.00
H 7.26559 -0.56530 3.21950 0.02 0.00 0.01
H 8.02216 -0.57464 5.58818 -0.01 0.00 0.03
F 0.97816 8.55062 -3.16917 -0.03 0.02 0.00
C 1.88541 7.56232 -3.02516 0.16 -0.16 0.04
C 3.08184 7.83820 -2.39469 0.03 0.16 0.08
C 4.00816 6.81619 -2.24627 -0.07 -0.08 -0.05
C 3.73129 5.54426 -2.73001 0.03 -0.04 0.02
C 2.52175 5.29142 -3.36214 0.09 0.08 0.09
C 1.58674 6.30551 -3.51043 -0.19 -0.08 -0.10
H 3.28031 8.83758 -2.03106 -0.02 0.00 -0.01
H 4.94947 7.01476 -1.75220 0.01 0.02 0.00
H 4.45882 4.75216 -2.61426 0.00 0.00 0.00
H 2.30373 4.30215 -3.74189 -0.02 0.00 -0.01
H 0.63543 6.12599 -3.99356 0.01 0.04 -0.02
```
Positions in Å, forces in eV/Å.

> Among the records above, which one has the lowest HOMO energy?

C49H60F6P

> What is the formula in the first record?

C25H28N2O4S